72
Properties=species:S:1:pos:R:3:forces:R:3 method="wB97M-V/def2-TZVPD" orbital_gap_ev=3.424 total_charge=+1 homo_ev=-7.5510 e_above_lowest_ev=8.762
Rb 2.11143 -1.91672 4.54124 -0.47 0.80 -0.73
Rb -0.16260 -5.04029 1.50608 -0.29 0.95 -0.50
Rb 4.28195 -2.81720 -0.18592 -0.86 0.86 -0.29
Rb -2.00728 2.65604 2.63189 0.61 -0.55 -0.65
P 0.57525 -0.54377 0.53764 0.09 0.17 0.38
O 0.84147 -1.72888 -0.52385 0.33 0.81 1.45
O -0.31677 -1.09273 1.73466 0.25 -1.21 0.69
O -0.24190 0.65665 -0.00987 0.23 -0.20 -0.44
O 1.93589 0.01527 1.16967 -0.06 -1.23 -0.24
C -5.98131 -1.08393 0.19659 0.00 -0.16 -0.18
C -4.54774 -1.19837 -0.28424 -0.35 0.59 -0.42
O -3.82446 -2.15678 0.47730 -0.22 0.07 -0.06
H -6.01927 -0.98976 1.28185 -0.13 -0.12 0.00
H -6.53907 -1.95119 -0.15678 -0.10 -0.15 0.42
H -6.48267 -0.22519 -0.24982 0.14 0.15 -0.02
H -4.08071 -0.21359 -0.29793 0.34 0.03 0.48
H -4.58676 -1.43921 -1.34659 0.23 -0.50 -0.12
H -2.95919 -1.79074 0.67461 0.47 0.14 -0.04
C 4.18816 3.76905 5.38405 -0.02 -0.87 -0.75
C 3.73676 3.01142 4.08808 -0.05 0.53 1.41
O 2.47203 2.33374 4.32665 0.90 0.43 -0.14
H 3.45900 4.51685 5.69583 0.00 0.05 -0.29
H 5.15065 4.24011 5.18446 -0.09 0.23 -0.06
H 4.35275 3.12703 6.24941 -0.13 -0.33 -0.14
H 4.45783 2.27625 3.73070 0.27 -0.04 0.34
H 3.69528 3.76263 3.29936 -0.55 -0.03 -0.17
H 2.42108 1.70099 3.60649 -0.48 -0.17 -0.50
C 4.39655 1.53525 -2.46018 -0.43 -0.02 -0.62
C 5.05428 2.40471 -1.42933 0.55 0.05 -0.50
O 5.34863 1.52838 -0.37782 0.66 -0.51 1.15
H 5.02253 0.67384 -2.69304 0.32 0.01 0.24
H 4.21356 1.98645 -3.43538 -0.46 0.28 0.19
H 3.50245 1.14402 -1.97477 -0.48 -0.01 -0.54
H 4.45023 3.20572 -1.00315 -0.28 0.24 -0.58
H 5.98624 2.81798 -1.81502 0.09 0.09 0.20
H 4.48754 1.15744 -0.17160 -0.26 -0.28 0.62
C -1.49510 -0.67638 -4.48433 -0.63 1.24 0.18
C -1.37603 0.89574 -4.37402 0.58 -0.90 1.29
O -2.19210 1.40241 -3.32101 -0.72 -0.05 -0.27
H -2.52255 -0.97807 -4.68786 -0.09 0.22 -0.63
H -1.36557 -1.12471 -3.49928 0.69 0.22 0.13
H -0.80446 -1.11039 -5.20735 -0.04 0.04 0.03
H -1.56817 1.50596 -5.25651 -0.23 -0.51 -0.18
H -0.38190 1.14886 -4.00561 0.57 -0.27 -0.71
H -1.74543 1.14288 -2.51186 0.02 -0.05 0.46
C -4.79543 -2.61920 6.34903 0.57 0.78 -0.06
C -4.01226 -2.56945 5.05007 -0.65 -0.25 0.52
O -2.82700 -1.82514 5.21604 0.43 0.46 0.24
H -4.18275 -3.05534 7.13803 -0.37 -0.38 0.05
H -5.76784 -3.08038 6.17628 0.22 -0.34 0.28
H -4.98448 -1.59034 6.65528 -0.10 0.09 0.06
H -4.68507 -2.08616 4.34166 0.24 -0.26 -0.57
H -3.72912 -3.58587 4.77652 -0.33 -0.14 -0.48
H -2.45534 -1.66718 4.34512 0.14 0.08 -0.22
C 1.09972 6.43977 -2.03545 -0.87 0.27 1.21
C 0.53380 5.02825 -1.81936 0.56 0.12 -1.30
O 0.60767 4.46240 -0.51061 0.22 0.98 -0.08
H 1.14523 6.78505 -3.06832 0.08 -0.82 -0.28
H 2.10226 6.48614 -1.61016 -0.10 0.30 0.13
H 0.41297 7.17595 -1.61771 0.35 0.22 0.64
H 1.19653 4.49001 -2.49699 -0.39 -0.91 -0.07
H -0.50208 4.96907 -2.15339 0.01 0.02 -0.31
H 0.42018 3.52944 -0.63731 0.07 -0.48 0.18
C 0.42440 -6.93130 -3.84218 0.38 -0.96 -0.97
C 0.61445 -5.45524 -4.19057 -0.79 -0.34 0.79
O 1.46223 -4.86231 -3.24467 1.22 0.33 1.21
H -0.08363 -7.21071 -2.91918 0.06 0.69 0.26
H 1.38172 -7.45215 -3.86178 0.34 0.24 0.38
H -0.09981 -7.51670 -4.59756 -0.40 0.45 -0.37
H -0.33335 -4.92497 -4.09783 -0.22 -0.12 -0.74
H 1.10149 -5.29656 -5.15271 -0.46 -0.30 -0.24
H 1.01501 -4.17485 -2.74567 -0.12 0.21 -0.13